Record 1
# Cl2NO3P

A molecular structure, Cl2NO3P at a distorted geometry (ωB97M-V with the def2-TZVPD basis set, OMol25).

Properties
* HOMO energy: 0.71 eV
* LUMO: 6.38 eV
* ΔE to the lowest compared entry with this formula, charge and spin: 16.6 kcal/mol
* strongest force on any atom: 2.49 eV/A
* frontier orbital gap: 5.67 eV

The geometry in ORCA input format:
```
! RIJCOSX wB97M-V def2-TZVPD def2/J DEFGRID3
* xyz -2 1
N 0.518 0.820 0.445
O -0.210 -1.492 1.124
O 0.409 1.774 -0.374
O -0.620 -1.000 -1.402
P -0.390 -0.569 0.004
Cl 2.289 -0.181 0.311
Cl -2.042 0.522 0.663
*
```

natural (NBO) atomic charge list, values in e, 4 entries: -0.32, -1.18, -0.57, -1.15

***

Record 2
# Cl2O2S

2 unconnected molecules or ions with the total composition Cl2O2S at a distorted geometry (ωB97M-V with the def2-TZVPD basis set, OMol25).

Properties
* HOMO energy (alpha / beta): -10.53 / -10.52 eV
* LUMO (alpha / beta): -3.23 / -3.38 eV
* ΔE to the lowest compared entry with this formula, charge and spin: 165.3 kcal/mol
* strongest force on any atom: 3.74 eV/A
* frontier orbital gap (alpha / beta): 7.30 / 7.13 eV

The geometry in ORCA input format:
```
! RIJCOSX wB97M-V def2-TZVPD def2/J DEFGRID3
* xyz 0 1
O 0.134 -2.084 0.959
O 0.540 0.555 -0.946
S -0.677 -0.267 -0.656
Cl 1.935 0.871 0.286
Cl -1.932 0.925 0.357
*
```

natural (NBO) atomic charge list, values in e, 4 entries: -0.37, -0.68, 1.00, 0.19